11
Properties=species:S:1:pos:R:3 method="wB97M-V/def2-TZVPD" molar_mass_g_mol=84.09 gap_ev=8.717 homo_energy_ev=-8.5 total_charge=0 relative_energy_kj_mol=431.6
F 0.0506 -0.5093 -3.1669
C -0.5800 -0.8834 -0.3424
C -0.8203 0.3005 -2.5848
C -0.8100 0.4629 -1.1061
C 1.1629 0.6805 0.6627
C 0.2943 0.1847 -0.1957
H 1.5406 0.1384 1.5284
H -1.2224 -1.1191 0.3745
H 1.6052 1.6963 0.4427
H -0.4313 -1.8467 -0.9424
H -1.5539 1.2145 -0.8139



8
Properties=species:S:1:pos:R:3 method="wB97M-V/def2-TZVPD" molar_mass_g_mol=82.06 gap_ev=8.508 homo_energy_ev=-10.4 total_charge=0 relative_energy_kj_mol=168.3
O 2.2113 0.7752 -0.2390
O 0.8117 0.4271 -2.0142
C -1.4301 0.2259 0.7689
C -2.4891 0.6903 1.2791
C -0.4622 -0.6447 0.5011
C 1.5032 0.6085 -1.1216
H -0.5558 -1.3553 -0.3087
H 0.4110 -0.7270 1.1343



19
Properties=species:S:1:pos:R:3 method="wB97M-V/def2-TZVPD" molar_mass_g_mol=121.14 gap_ev=10.245 homo_energy_ev=-9.6 smiles=C[C@](N)(O)CC(O)O total_charge=0 relative_energy_kj_mol=86.0
O -1.5457 -0.9690 -2.2882
O -1.7253 -1.5159 -0.0442
O 0.3123 -0.6174 1.6045
N -0.3381 1.5620 0.8855
C -1.3116 -0.5477 -0.9812
C 1.9502 0.8194 0.6871
C 0.4814 0.3968 0.6293
C 0.1550 -0.1450 -0.7806
H -1.2827 -2.3536 -0.2342
H 0.7897 -1.0188 -0.9610
H -0.0326 2.0163 1.7386
H -1.3104 1.3022 1.0085
H -0.5744 -0.9945 1.4957
H 0.3944 0.6255 -1.5122
H 2.2021 1.0889 1.7090
H -1.9792 0.3051 -0.8280
H 2.5887 -0.0038 0.3819
H -0.8843 -1.6238 -2.5475
H 2.1104 1.6732 0.0370



15
Properties=species:S:1:pos:R:3 method="wB97M-V/def2-TZVPD" molar_mass_g_mol=100.12 gap_ev=10.897 homo_energy_ev=-9.9 total_charge=0 relative_energy_kj_mol=451.1
O 1.4973 1.1689 0.0227
N 2.2027 -0.8725 -1.1506
N -0.6541 -0.0573 0.5853
C 1.6403 -0.1250 -0.3176
C -1.3246 0.5551 -0.5382
C -1.5816 1.0219 0.8534
C 0.7235 0.0760 0.7638
H -0.7390 1.2188 -1.1716
H 2.7814 -0.3317 -1.7940
H 1.0533 -0.0143 1.7951
H 0.3381 -2.6948 -0.4853
H -0.2243 -2.5796 -0.0115
H -1.1819 1.9953 1.1341
H -2.0413 -0.0783 -1.0536
H -2.4900 0.7174 1.3679



79
Properties=species:S:1:pos:R:3 method="wB97M-V/def2-TZVPD" molar_mass_g_mol=845.35 gap_ev="6.561 / 5.392" homo_energy_ev="-8.0 / -8.0" spin_multiplicity=2 s_squared=0.756 total_charge=0 relative_energy_kj_mol=406.4
Te -1.4391 -0.3048 0.9736
Sb -0.3646 1.7340 -2.1178
Ge 1.9780 -1.5621 -0.0945
Cu -0.1782 -1.3663 -0.9540
Si 2.0440 -3.7690 0.9140
Si 3.0040 -1.7514 -2.3110
Si 3.2731 0.0384 1.1608
F -1.8357 -2.1869 1.1877
F -1.5354 0.6317 2.6237
F 0.0393 -1.0999 1.9720
F -3.3083 -0.3203 1.3724
F 0.0415 0.9563 0.7703
O -1.7712 -0.4765 -0.7846
C 1.2535 3.1812 -4.3269
C -1.1482 0.7838 -3.9879
C 2.9720 -0.1340 -3.2871
C 2.1804 -3.6860 2.7946
C 1.0381 4.4828 -2.2034
C -3.0757 3.3547 -2.1221
C 3.5592 -4.7125 0.2657
C -2.0063 1.6660 -4.8874
C 4.8021 -2.3517 -2.3394
C 5.0244 -0.6878 1.2950
C 0.3205 3.5541 -3.1790
C -2.0312 2.8507 -1.1292
C 1.9646 -3.0154 -3.2775
C -1.8278 -0.5600 -3.7582
C 0.4768 -4.6723 0.3638
C -2.7341 2.0960 -0.0094
C 3.3686 1.6596 0.1805
C 2.6661 0.3652 2.9153
H 4.4836 -4.1702 0.4743
H 2.1463 -4.0298 -2.9157
H 3.1270 -3.2341 3.0980
H -2.1124 -1.0035 -4.7170
H 5.4527 -0.8888 0.3110
H -1.4945 3.7012 -0.7015
H 3.6910 2.4908 0.8110
H -2.6128 3.8545 -2.9718
H 3.3014 -0.2834 -4.3177
H -2.7299 -0.4599 -3.1545
H 1.3491 5.4001 -2.7125
H 2.1239 -4.6836 3.2344
H 0.7700 2.5320 -5.0583
H 1.5905 4.0831 -4.8476
H -2.0014 1.5382 0.6271
H 1.9345 3.9994 -1.8073
H 1.9595 0.2692 -3.3115
H 2.1408 2.6700 -3.9482
H 0.4035 4.7676 -1.3620
H 4.9349 -3.2762 -1.7781
H -0.5530 4.0709 -3.5862
H -0.1986 0.5917 -4.5000
H 2.5287 -0.5703 3.4605
H 3.5008 -4.8821 -0.8107
H 3.6195 0.6198 -2.8353
H -3.0113 1.7914 -4.4841
H -3.7413 4.0703 -1.6302
H 0.8985 -2.8048 -3.1561
H -0.4031 -4.0822 0.6312
H 1.7038 0.8780 2.9027
H 5.6882 0.0058 1.8146
H -1.1682 -1.2686 -3.2479
H 5.4812 -1.6036 -1.9286
H 3.3767 0.9821 3.4692
H -2.1096 1.1981 -5.8719
H -1.5627 2.6520 -5.0309
H 1.3709 -3.0825 3.2087
H 3.6223 -5.6855 0.7576
H 0.3738 -5.6558 0.8268
H -3.6854 2.5299 -2.4932
H -3.2669 2.7535 0.6796
H 0.4710 -4.8115 -0.7205
H 5.0875 -2.5395 -3.3767
H 5.0182 -1.6266 1.8535
H 2.3875 1.9095 -0.2269
H 4.0716 1.5783 -0.6514
H -3.4457 1.3795 -0.4091
H 2.1961 -2.9945 -4.3441



23
Properties=species:S:1:pos:R:3 method="wB97M-V/def2-TZVPD" molar_mass_g_mol=126.20 gap_ev=7.904 homo_energy_ev=-7.1 total_charge=0 relative_energy_kj_mol=395.6
N 1.1168 0.5674 0.9158
N 0.4554 -1.7289 0.0626
C -2.0074 -1.5483 1.0171
C -1.2045 0.0507 -1.3260
C -0.7906 -1.1217 0.2892
C 2.5220 0.6194 0.5457
C -0.2966 -0.4377 -2.4098
C 0.5101 1.7801 1.4289
C 0.3684 -0.4332 0.4914
H -2.2468 -0.2540 -1.4465
H -0.5374 1.6038 1.6595
H -1.7199 -2.0642 1.9363
H 3.1209 0.8961 1.4160
H 0.6779 -0.7679 -1.9991
H -2.5796 -2.2414 0.4011
H 2.8400 -0.3599 0.1967
H -1.1848 1.1226 -1.1348
H -0.0510 0.2975 -3.1699
H -0.6560 -1.3289 -2.9309
H 0.5810 2.5927 0.6922
H 1.0248 2.0897 2.3424
H 2.6874 1.3581 -0.2481
H -2.6302 -0.6917 1.2702